(1)
A cluster of 2 separate species, C26H54ClN4O3P in total at a distorted geometry. Source: the OMol25 dataset; level of theory: the ωB97M-V functional and the def2-TZVPD basis.

Each line ends with the Mulliken charge.
Geometry (Å):
C -9.27715 -5.89059 1.17442  -1.1830
C -8.20063 -6.78486 1.82227  -0.4503
C -7.14741 -7.18175 0.74970  -0.5882
C -6.02225 -6.12807 0.76232  -0.7440
C -4.87875 -6.43363 -0.23619  -0.7165
C -4.60438 -5.27149 -1.19726  -0.6494
C -3.15242 -5.18905 -1.71958  -0.8588
C -2.38497 -3.95664 -1.19369  -0.9211
C -2.37422 -2.78217 -2.20069  -0.2348
C -1.00300 -2.48275 -2.79933  -1.0969
C -0.01866 -1.84215 -1.81121  -0.7048
C -0.03983 -0.28841 -1.84444  -0.7584
C 1.29020 0.30085 -2.29333  -0.7898
C 1.34778 1.83884 -2.17954  -0.9441
C 2.13167 2.34970 -0.94663  -1.2982
C 3.48485 3.00687 -1.30882  0.1456
C 4.58995 2.12708 -0.63853  -1.3108
N 4.95193 3.01227 0.46233  0.3786
C 5.33500 2.47879 1.78331  -1.2964
C 4.37419 2.86720 2.94001  -0.5709
C 5.16470 3.58429 4.06634  -0.8264
C 4.34287 4.62783 4.84816  -0.8315
C 2.89272 4.19412 5.19438  -0.4706
C 1.91019 5.28386 4.71382  -1.1807
C 4.54020 4.23852 0.34271  0.2100
N 4.85719 5.19070 1.19461  -0.1410
Cl 4.25900 6.75579 1.07096  -0.0032
N 3.72473 4.34903 -0.77728  0.0692
P 4.46532 5.39128 -2.03606  0.1065
C 3.58134 6.98841 -2.21658  -0.9325
C 6.22826 5.74610 -1.62405  -1.0217
H -10.11665 -5.69742 1.84408  0.3530
H -8.81402 -4.93848 0.90879  0.2922
H -9.64402 -6.34204 0.25137  0.3184
H -7.69359 -6.15672 2.55755  0.2813
H -8.63912 -7.65907 2.30535  0.3553
H -6.72769 -8.17217 0.94475  0.3579
H -7.62502 -7.15989 -0.23100  0.3098
H -5.66172 -5.98943 1.78470  0.3030
H -6.49034 -5.18386 0.46446  0.2668
H -3.96225 -6.63822 0.33224  0.4292
H -5.13074 -7.36601 -0.74807  0.3831
H -5.29694 -5.37080 -2.03684  0.1404
H -4.84070 -4.30870 -0.73641  0.4690
H -2.63565 -6.08677 -1.35750  0.5256
H -3.15735 -5.23192 -2.80972  0.4497
H -1.39270 -4.26586 -0.84441  0.4592
H -2.92835 -3.62628 -0.30192  0.3298
H -3.07256 -3.04401 -2.99856  0.1981
H -2.80183 -1.90052 -1.70949  0.3369
H -1.13487 -1.82464 -3.66576  0.4343
H -0.58908 -3.42055 -3.18458  0.4246
H 0.98951 -2.15416 -2.11689  0.4036
H -0.16392 -2.23779 -0.80381  0.3902
H -0.30348 0.03768 -0.83128  0.2769
H -0.85542 -0.00228 -2.51089  0.4294
H 2.11264 -0.22229 -1.79190  0.4641
H 1.38960 0.05715 -3.35656  0.2775
H 0.31987 2.19781 -2.09426  0.4266
H 1.73516 2.23804 -3.11935  0.5064
H 2.21735 1.52214 -0.24103  0.5791
H 1.51721 3.10997 -0.45121  0.4345
H 3.69806 2.86969 -2.36321  0.7159
H 4.33384 1.10120 -0.40091  0.5475
H 5.47987 2.05066 -1.28001  0.3366
H 5.31387 1.39440 1.69599  0.4053
H 6.37545 2.71296 2.02689  0.3758
H 3.99672 1.94922 3.38726  0.7049
H 3.49762 3.43095 2.61581  0.4410
H 5.56330 2.85842 4.77491  0.4330
H 6.04546 4.10092 3.65558  0.4439
H 4.86026 4.78193 5.79805  0.3880
H 4.32701 5.60399 4.35507  0.3012
H 2.79945 4.17509 6.28185  0.4124
H 2.62625 3.19875 4.83949  0.3693
H 2.18711 5.56953 3.69306  0.2163
H 0.86820 4.97453 4.75820  0.3393
H 2.06229 6.18441 5.31134  0.3585
H 5.45544 4.95516 1.97964  0.2210
H 4.23614 7.62437 -2.81986  0.3714
H 2.64403 6.89493 -2.76167  0.3173
H 3.38383 7.53839 -1.29518  0.2601
H 6.60459 6.38120 -2.42735  0.4674
H 6.40009 6.29247 -0.69096  0.3000
H 6.82504 4.83520 -1.62557  0.3061
N -6.14264 -3.93529 -4.26848  0.9069
O -5.08313 -3.33226 -3.97882  -0.6111
O -6.09090 -5.00649 -4.90207  -0.6564
O -7.23901 -3.46719 -3.91305  -0.6633

Summary:
- Strongest force on any atom: 3.7 eV/Å
- Kohn-Sham gap: 3.62 eV
- Total charge: 0
- Energy above the lowest of the compared OMol25 structures with the same formula, charge and spin: 1.482 eV

---

(2)
A cluster of 7 separate species, C26H55BFN2O11S6 in total at a distorted geometry. Source: the OMol25 dataset; level of theory: the ωB97M-V functional and the def2-TZVPD basis.

Each line ends with the Mulliken charge.
Geometry (Å):
O 1.64118 -5.89794 4.73636  -0.5044
C 1.64245 -4.92791 4.04650  0.5162
F 2.22966 -4.96990 2.82896  -0.2388
N 1.20736 -3.67030 4.41049  0.0260
C -0.24721 -3.40476 4.65996  -0.3353
O -0.49577 -2.73236 5.60777  -0.5382
C -1.30689 -3.86638 3.63851  1.1860
O -2.52759 -3.37010 4.07921  -0.8301
B -3.56699 -4.43937 4.09773  1.0161
O -2.89564 -5.56064 3.33551  -0.8598
C -1.53213 -5.41610 3.50676  0.0297
C -0.79825 -6.13192 2.34938  -1.1151
C -0.43498 -5.22199 1.18729  0.6581
C -0.06359 -5.98236 -0.08596  -1.4090
N 0.70168 -5.17904 -1.04885  -0.3798
C 0.20422 -3.82559 -1.20676  -1.1968
C 0.84738 -2.76109 -0.33476  1.1936
C 2.08469 -2.90096 0.28586  -0.4233
C 2.62728 -1.91133 1.09330  -0.8761
C 1.93146 -0.72639 1.29982  -0.7780
C 0.69884 -0.56569 0.68159  -0.1096
C 0.16652 -1.56420 -0.11510  0.0409
O -1.06157 -1.33910 -0.72596  -0.3797
H 1.61559 -2.95880 3.80969  0.2021
H -1.08860 -3.35417 2.68934  -0.4268
H -4.59018 -4.10702 3.51214  -0.2714
H -3.77713 -4.84484 5.25435  -0.3201
H -1.22068 -5.86962 4.46573  0.2841
H 0.07325 -6.65879 2.74903  0.3982
H -1.49098 -6.89967 1.99821  0.6445
H 0.36890 -4.53555 1.44266  -0.2224
H -1.31981 -4.60663 0.98732  0.3314
H -0.93663 -6.41819 -0.57749  0.2941
H 0.57609 -6.82500 0.19822  0.4417
H 1.68315 -5.21083 -0.82794  0.3694
H 0.31782 -3.51682 -2.25472  0.3216
H -0.86790 -3.80191 -1.02420  0.4474
H 2.65308 -3.81445 0.16011  0.1011
H 3.58367 -2.08600 1.56931  0.4202
H 2.35515 0.04987 1.92243  0.5535
H 0.15856 0.36231 0.83166  0.5627
H -1.76683 -1.62976 -0.13393  0.1913
C -2.02064 -0.06123 -3.84794  -0.5370
S -3.32077 0.25674 -2.65515  0.6580
O -4.10832 -0.99747 -2.49970  -0.6540
C -4.26441 1.35274 -3.73056  -0.8714
H -1.32630 -0.76344 -3.38949  0.0406
H -2.45642 -0.50018 -4.74666  0.3972
H -1.50315 0.87030 -4.07832  0.1651
H -4.53831 0.81947 -4.64150  0.2869
H -3.65372 2.22524 -3.96377  0.3341
H -5.16358 1.67192 -3.20888  0.2394
C 4.09551 -3.96627 6.18646  -0.7708
S 5.06394 -2.68975 5.38556  0.3985
O 4.67231 -2.68530 3.94942  -0.5130
C 6.64035 -3.54937 5.49023  -1.0022
H 3.05413 -3.64732 6.17100  0.1918
H 4.19690 -4.90323 5.63814  0.2486
H 4.42597 -4.08705 7.21846  0.4480
H 6.56172 -4.51167 4.98422  0.3006
H 6.90751 -3.68643 6.53810  0.3901
H 7.38971 -2.93269 4.99794  0.3231
C -8.48342 2.13317 0.61471  -0.9341
S -7.08605 2.37019 -0.48988  0.5578
O -7.59304 3.10908 -1.68081  -0.6456
C -6.92403 0.65231 -0.96917  -0.5109
H -8.77593 3.10935 0.99611  0.3244
H -9.31025 1.68804 0.06137  0.2955
H -8.18368 1.48974 1.44172  0.3419
H -7.85756 0.30094 -1.40893  0.3164
H -6.66367 0.05162 -0.09778  0.3755
H -6.12479 0.58172 -1.70030  -0.1622
C 1.68224 1.20923 -2.21096  -0.4880
S 0.89290 2.81386 -2.36091  0.4636
O -0.23126 2.65337 -3.32417  -0.6035
C 2.24079 3.60968 -3.24156  -0.7144
H 0.99012 0.52801 -1.71890  -0.2813
H 1.92026 0.83723 -3.20814  0.3948
H 2.58701 1.29845 -1.60942  0.4235
H 2.44505 3.05949 -4.16081  0.3630
H 3.12190 3.62452 -2.59913  0.3618
H 1.94630 4.63138 -3.47450  0.0904
C -0.98732 6.72103 -2.05830  -1.0195
S -0.17103 6.53472 -3.64375  0.5320
O 1.26185 6.90199 -3.43775  -0.6679
C -0.95102 7.94351 -4.43623  -1.0302
H -0.59765 5.95155 -1.39457  0.2935
H -0.77284 7.70935 -1.65124  0.3478
H -2.05995 6.57990 -2.18817  0.4139
H -0.73598 8.84804 -3.86707  0.3013
H -2.02548 7.77158 -4.49517  0.3832
H -0.53801 8.02959 -5.43895  0.3343
C 4.60132 6.91134 -2.93200  -0.6970
S 5.23144 8.11800 -4.09817  0.5067
O 6.71492 8.01078 -4.08982  -0.6394
C 4.80227 9.55840 -3.11233  -0.8599
H 4.80332 5.92150 -3.33665  0.2709
H 5.11076 7.02945 -1.97497  0.3909
H 3.52512 7.04890 -2.81962  0.1831
H 5.29504 9.49398 -2.14213  0.2943
H 3.71938 9.60033 -2.99322  0.2850
H 5.14986 10.44093 -3.64554  0.3197

Summary:
- Strongest force on any atom: 1.3 eV/Å
- Kohn-Sham gap: 5.67 eV
- Total charge: -1
- Energy above the lowest of the compared OMol25 structures with the same formula, charge and spin: 0.000 eV

---

(3)
A structure of composition C26H55BNO10Pt2S4 at a distorted geometry. Source: the OMol25 dataset; level of theory: the ωB97M-V functional and the def2-TZVPD basis.

Each line ends with the Mulliken spin population.
Geometry (Å):
Pt 1.28299 -1.08226 -1.20203  1.1553
Pt -1.27717 1.03566 -1.88945  3.0326
B -0.70077 -0.31458 0.06488  -0.0338
H -0.77460 -0.83966 -0.87484  0.0635
H -1.55288 0.29619 0.32006  0.0937
H -0.55261 -0.99717 0.88730  0.0384
H 0.06544 0.39049 -0.21800  0.0479
C 2.34223 0.89229 -4.28036  -0.0024
C 1.01969 0.20966 -4.16614  0.0565
C 1.08451 -1.20828 -4.74757  0.0269
O 0.50400 0.19035 -2.87315  0.4733
H 2.96519 0.34483 -3.57304  0.0149
H 2.26164 1.97778 -4.33774  -0.0020
H 2.72121 0.49865 -5.22350  -0.0032
H 0.38315 0.87053 -4.75452  0.0437
H 0.17372 -1.80523 -4.79481  0.0064
H 1.70879 -1.91004 -4.19450  -0.0061
H 1.30526 -0.98456 -5.79127  0.0009
C -0.24226 -4.82698 -3.34675  0.0088
C -0.57629 -4.11381 -2.01993  -0.0006
C -0.65119 -5.30854 -0.88767  0.0029
O 0.29592 -3.09275 -1.65001  0.1871
H -0.28193 -4.19334 -4.23276  0.0016
H -1.00086 -5.58669 -3.53515  -0.0006
H 0.76214 -5.25022 -3.35783  -0.0013
H -1.60846 -3.76933 -2.08363  0.0128
H -1.30511 -6.12904 -1.18308  -0.0004
H -0.76177 -4.96836 0.14197  -0.0004
H 0.31641 -5.80989 -0.91017  -0.0002
C 3.58233 -4.16256 2.01499  0.0000
C 2.23504 -4.83357 2.35073  0.0004
C 1.08505 -3.77192 2.25834  0.0006
S 1.92413 -2.17482 2.36150  0.0138
O 1.42056 -1.35631 3.40557  0.0018
O 1.90267 -1.67316 0.97649  0.1522
C 3.56165 -2.80394 2.79940  0.0023
H 3.48358 -4.00052 0.94163  -0.0025
H 4.49257 -4.75257 2.12203  0.0002
H 2.40905 -5.06766 3.40098  0.0000
H 2.08368 -5.75865 1.79449  0.0000
H 0.39495 -3.79913 3.10163  0.0001
H 0.58805 -3.80284 1.28874  -0.0047
H 3.70104 -2.92484 3.87368  0.0005
H 4.26050 -2.02138 2.50392  0.0004
C -6.64137 0.49052 -0.00750  0.0023
C -6.66137 0.51361 -1.48247  -0.0040
C -5.77658 1.79134 -1.94850  0.0093
S -4.50258 1.99642 -0.61713  0.0056
O -4.54643 3.38435 -0.16681  0.0024
O -3.23978 1.53848 -1.11857  -0.3036
C -5.26303 0.79020 0.52242  0.0084
H -6.94480 -0.44038 0.47151  0.0005
H -7.42586 1.08541 0.46024  -0.0001
H -7.70881 0.66807 -1.74149  0.0003
H -6.41691 -0.44073 -1.94891  0.0011
H -6.46819 2.63120 -1.88214  0.0011
H -5.35547 1.77815 -2.95378  0.0122
H -5.23449 1.09521 1.56849  -0.0005
H -4.46723 0.04564 0.50235  0.0044
C 4.83728 1.28475 1.82249  0.0010
C 5.53676 0.27144 0.81895  -0.0006
C 5.25312 0.82930 -0.60353  -0.0016
S 3.54814 1.59928 -0.58029  0.0006
O 2.50387 0.67160 -0.88360  0.0959
O 3.66268 2.79933 -1.38695  0.0062
C 3.64408 2.04179 1.17035  0.0029
H 5.55345 1.99460 2.23640  0.0000
H 4.52220 0.84868 2.77047  0.0002
H 5.24254 -0.76222 1.00088  -0.0003
H 6.60866 0.31567 1.01172  -0.0001
H 5.29834 0.08781 -1.40118  -0.0005
H 5.89720 1.70123 -0.71757  0.0002
H 2.60608 1.91951 1.47972  -0.0002
H 3.86192 3.10699 1.09280  0.0005
C -1.10216 6.47033 -0.37701  -0.0027
C 0.39323 6.35536 -0.57584  0.0044
C 0.62285 5.04582 -1.19464  0.0072
S -0.22575 3.90667 -0.02202  0.0471
O 0.60554 3.56830 1.07801  0.0021
O -0.80184 2.78610 -0.72328  -0.2965
C -1.50911 5.18572 0.41554  -0.0031
H -1.49947 6.60098 -1.38358  0.0021
H -1.60316 7.34767 0.03209  0.0005
H 0.87055 6.49716 0.39377  0.0001
H 0.73006 7.13128 -1.26330  -0.0008
H 1.64217 4.66556 -1.26171  -0.0058
H 0.08786 4.83470 -2.12055  0.0142
H -1.74933 5.43677 1.44868  0.0006
H -2.39749 4.65478 0.07352  0.0040
N -0.97703 -0.69426 4.63985  0.0003
C -1.81900 0.05723 3.87870  0.0012
C -3.05607 -0.35156 4.35424  -0.0012
C -2.97678 -1.34927 5.35344  0.0004
C -1.68308 -1.48500 5.53409  -0.0002
H 0.03127 -0.69736 4.69833  0.0002
H -1.47903 0.78951 3.16137  0.0008
H -3.94050 0.07284 3.90251  0.0001
H -3.83297 -1.85831 5.77085  0.0000
H -1.28541 -2.22009 6.21813  0.0000

Summary:
- Strongest force on any atom: 5.0 eV/Å
- 2S+1: 6
- Kohn-Sham gap (alpha / beta): 3.99 / 6.63 eV
- Total charge: 0
- Expectation value of S²: 8.76

---

Which of these has the lowest total charge? C26H55BFN2O11S6

---

Which value of strongest force on any atom does entry 3 give? 5.0 eV/Å